(1)
The following is a quantum chemistry calculation of an isolated ion of composition C6H13N2S and charge +1 in a non-equilibrium geometry, from the OMol25 dataset.

Cartesian coordinates (Å):
C (-0.916, -0.501, 2.437)
N (-0.311, -0.497, 1.375)
C (-0.016, -0.268, 0.165)
C (-0.708, 1.245, -0.462)
C (-0.895, 2.231, 0.691)
S (-2.386, 0.770, -1.140)
N (0.777, -0.980, -0.637)
C (1.424, -0.640, -1.863)
C (1.290, -2.202, 0.041)
H (-1.831, -0.957, 2.619)
H (-0.490, -0.019, 3.271)
H (-0.107, 1.650, -1.351)
H (-1.388, 3.143, 0.197)
H (-1.464, 1.736, 1.497)
H (0.162, 2.536, 1.141)
H (-2.439, 1.793, -2.124)
H (2.412, 0.042, -1.727)
H (1.755, -1.607, -2.216)
H (0.824, 0.004, -2.466)
H (1.534, -2.036, 1.050)
H (0.595, -3.004, 0.019)
H (2.180, -2.440, -0.518)

The LUMO energy is -4.2 eV. Its HOMO energy is -12.942 eV. The SMILES is C=NC([C@H](C)S)=[N+](C)C. The charge is +1.

(2)
The following is a quantum chemistry calculation of C6H13N2S as an isolated structure in a non-equilibrium geometry, from the OMol25 dataset.

Cartesian coordinates (Å):
C (-1.825, -0.587, 0.284)
C (0.033, -0.314, 0.885)
C (-3.130, -0.849, -0.368)
C (1.984, 1.269, 0.875)
C (0.966, 0.608, -1.365)
C (1.225, 0.205, 0.078)
N (-0.704, -1.359, 0.248)
N (-1.201, 0.432, 0.827)
S (2.417, -1.323, -0.096)
H (0.299, -0.500, 2.001)
H (-3.803, -0.715, 0.408)
H (-2.921, -1.705, -0.999)
H (-3.386, 0.058, -1.054)
H (3.091, 1.407, 0.478)
H (1.938, 1.065, 1.855)
H (1.361, 2.139, 0.859)
H (1.675, 1.294, -1.741)
H (0.962, -0.153, -2.135)
H (0.064, 1.043, -1.343)
H (-0.676, -2.376, 0.143)
H (-1.529, 1.266, 1.346)
H (3.160, -0.906, -1.189)

Its spin multiplicity is 3. The LUMO energy (spin up / spin down) is -3.3 / -6.7 eV. Its HOMO energy (spin up / spin down) is -8.017 / -14.571 eV. The charge is +1.